A 16-piece molecular cluster, C40H88O16 overall, computed with ωB97M-V/def2-TZVPD.

XYZ file:
```
144
C40H88O16 ωB97M-V/def2-TZVPD
C 19.94 19.59 -9.44
C 18.54 19.47 -8.93
O 18.29 18.73 -8.01
C 17.42 20.35 -9.49
H 20.63 18.96 -8.87
H 20.30 20.60 -9.24
H 20.01 19.42 -10.51
H 16.83 19.83 -10.24
H 17.85 21.26 -9.91
H 16.66 20.49 -8.73
C 12.41 22.06 -8.06
C 13.77 21.63 -7.64
O 14.00 20.70 -6.82
C 14.92 22.49 -8.11
H 12.26 21.67 -9.07
H 12.34 23.15 -8.08
H 11.65 21.73 -7.35
H 15.06 22.26 -9.17
H 15.80 22.22 -7.54
H 14.68 23.55 -8.08
C 12.62 16.08 -6.21
C 12.20 14.62 -5.97
O 12.89 13.66 -6.20
C 10.84 14.47 -5.37
H 11.84 16.80 -6.43
H 13.39 16.18 -6.97
H 13.01 16.42 -5.25
H 10.11 14.84 -6.09
H 10.81 14.99 -4.42
H 10.71 13.42 -5.10
C 15.84 16.65 -10.56
C 14.73 17.65 -10.43
O 14.14 17.99 -11.43
C 14.41 18.28 -9.08
H 16.70 17.11 -10.07
H 16.22 16.55 -11.58
H 15.58 15.64 -10.25
H 13.33 18.30 -8.96
H 14.74 19.32 -9.21
H 14.97 17.83 -8.26
C 21.22 16.94 -6.54
C 21.02 15.60 -7.17
O 21.81 14.69 -6.94
C 19.74 15.41 -7.98
H 20.28 17.27 -6.10
H 21.63 17.68 -7.24
H 21.98 16.94 -5.76
H 19.85 14.53 -8.61
H 19.48 16.28 -8.59
H 18.90 15.24 -7.31
C 18.19 22.31 -1.38
C 19.26 22.66 -0.39
O 19.23 22.33 0.78
C 20.47 23.43 -0.86
H 17.34 21.92 -0.83
H 18.43 21.63 -2.21
H 17.93 23.24 -1.89
H 21.01 22.85 -1.61
H 21.16 23.70 -0.06
H 20.23 24.35 -1.39
C 15.35 23.51 -3.42
C 14.15 24.16 -4.13
O 13.67 23.69 -5.12
C 13.65 25.43 -3.45
H 15.55 22.52 -3.81
H 15.13 23.47 -2.35
H 16.24 24.09 -3.67
H 14.38 26.24 -3.43
H 13.44 25.18 -2.40
H 12.68 25.76 -3.82
C 20.33 19.59 -3.80
C 21.46 20.53 -3.98
O 22.34 20.57 -3.17
C 21.32 21.54 -5.06
H 19.47 20.26 -3.72
H 20.42 18.98 -2.90
H 20.34 18.96 -4.68
H 20.82 22.42 -4.66
H 20.89 21.13 -5.98
H 22.29 21.88 -5.41
C 14.75 19.36 -3.73
C 16.25 18.97 -3.96
O 17.21 19.51 -3.44
C 16.42 17.90 -5.07
H 14.61 20.02 -2.87
H 14.08 18.51 -3.65
H 14.41 19.90 -4.61
H 17.50 17.71 -5.09
H 16.11 18.33 -6.02
H 15.89 17.01 -4.75
C 14.78 20.01 0.28
C 14.70 21.16 1.29
O 14.99 20.99 2.47
C 14.55 22.57 0.72
H 15.54 20.14 -0.49
H 13.82 19.87 -0.20
H 15.06 19.09 0.78
H 15.56 22.94 0.58
H 14.02 23.14 1.48
H 13.98 22.56 -0.21
C 17.55 12.60 -6.53
C 16.59 13.81 -6.65
O 16.38 14.51 -5.67
C 15.96 14.02 -8.01
H 16.94 11.70 -6.62
H 17.95 12.53 -5.52
H 18.38 12.74 -7.23
H 15.72 15.07 -8.21
H 14.98 13.56 -7.93
H 16.47 13.51 -8.83
C 18.02 16.72 -0.99
C 17.96 17.87 -0.01
O 17.28 17.85 1.04
C 18.66 19.07 -0.39
H 19.00 16.25 -0.94
H 17.79 17.12 -1.98
H 17.20 16.02 -0.84
H 19.69 18.88 -0.08
H 18.23 19.91 0.16
H 18.58 19.27 -1.46
C 11.65 21.07 -3.47
O 11.84 20.89 -2.06
H 10.58 21.17 -3.63
H 12.15 21.96 -3.86
H 12.00 20.25 -4.09
H 11.21 21.53 -1.72
C 15.60 15.13 -2.58
O 14.86 14.75 -1.45
H 14.95 14.83 -3.41
H 15.75 16.21 -2.62
H 16.57 14.66 -2.70
H 14.18 15.42 -1.52
C 12.91 17.35 -0.90
O 12.96 16.59 -2.10
H 13.93 17.60 -0.61
H 12.25 18.21 -0.90
H 12.57 16.64 -0.14
H 12.07 16.65 -2.45
C 10.49 17.76 -3.98
O 10.34 16.82 -2.91
H 11.53 17.81 -4.30
H 9.79 17.40 -4.73
H 10.16 18.75 -3.68
H 9.49 17.00 -2.52
```

- Calculated total energy: -75663.19061 eV
- Frontier orbital gap: 8.88 eV
- Energy relative to the best compared isomer or geometry (same formula, charge and spin): 0.000 eV
- E_HOMO: -8.9 eV
- Multiplicity: 1
- Charge: 0

These are the Mulliken partial charges, in e, on atoms 1 to 4: C -1.1952; C 0.7702; O -0.2455; C -0.5610